1.
Entry from OMol25: a 6-piece molecular cluster, C42H98N6O10 overall at a distorted geometry (wB97M-V/def2-TZVPD).

Positions of all 156 atoms, in Å:
C  11.11079  -49.56463  16.62342
C  9.67247  -50.01453  16.87443
C  9.17697  -50.76171  15.63017
C  9.76245  -50.98158  18.06297
C  8.41899  -51.35006  18.69455
C  7.64842  -50.08110  19.07694
C  7.61475  -48.97116  18.00281
C  6.41898  -49.21334  17.07772
C  7.43617  -47.65568  18.74383
N  8.89473  -48.86964  17.31079
O  8.84469  -47.91022  16.27494
H  11.73497  -50.41997  16.36610
H  11.13219  -48.90667  15.74462
H  11.53889  -48.95917  17.42062
H  8.39812  -51.49236  15.86337
H  8.86903  -50.08612  14.83023
H  9.99034  -51.36225  15.21210
H  10.27092  -51.91209  17.80718
H  10.32747  -50.44069  18.82918
H  7.81187  -51.99027  18.05040
H  8.67975  -51.89216  19.60526
H  8.03152  -49.76326  20.04773
H  6.59871  -50.34840  19.22095
H  6.20227  -48.40102  16.37993
H  5.50320  -49.32752  17.66289
H  6.55095  -50.12702  16.48879
H  6.50559  -47.58301  19.31895
H  7.38261  -46.79725  18.06790
H  8.27184  -47.50347  19.42557
H  8.16585  -48.20161  15.64217
C  3.19804  -56.69571  11.41096
C  3.58216  -55.32906  10.86452
C  3.53485  -55.41407  9.32016
C  2.51781  -54.33157  11.30803
C  2.86841  -52.88370  10.98413
C  4.21356  -52.57999  11.61272
C  5.31838  -53.54807  11.26017
C  5.87418  -53.24926  9.85165
C  6.46620  -53.28793  12.23591
N  4.85704  -54.91333  11.43916
O  5.87934  -55.83995  11.13302
H  3.89557  -57.46213  11.06108
H  3.29981  -56.76232  12.49831
H  2.18686  -56.96643  11.11276
H  3.90435  -54.52084  8.82751
H  4.10630  -56.27427  8.96373
H  2.49971  -55.60062  9.02756
H  1.51761  -54.60077  10.95962
H  2.39406  -54.37060  12.40114
H  2.80374  -52.72457  9.90376
H  2.17264  -52.15728  11.41173
H  4.12834  -52.53231  12.70699
H  4.53033  -51.55222  11.40654
H  6.05873  -54.13520  9.23999
H  6.84348  -52.74470  9.83286
H  5.19045  -52.61674  9.27490
H  7.35575  -53.88102  12.00889
H  6.18830  -53.65939  13.23406
H  6.75307  -52.24295  12.33801
H  6.13272  -56.20190  11.98738
C  5.52561  -40.28073  20.94495
O  5.39579  -41.24356  19.95558
C  6.00359  -42.48351  20.29787
C  5.72683  -43.42588  19.15942
N  6.32957  -42.93083  17.94157
C  6.20390  -43.76436  16.76898
C  4.83875  -43.80534  16.08128
O  4.34074  -45.08875  15.82180
C  3.81200  -45.70779  16.98061
H  4.79803  -40.43390  21.75790
H  5.31477  -39.29547  20.53155
H  6.52269  -40.27851  21.40030
H  5.51098  -42.86126  21.20375
H  7.07810  -42.34503  20.46122
H  4.62606  -43.39018  19.06427
H  6.06587  -44.43314  19.39553
H  6.05292  -41.97419  17.77525
H  6.57323  -44.78768  16.91079
H  6.99552  -43.41906  16.08860
H  4.80181  -43.13807  15.21084
H  4.11225  -43.21868  16.68211
H  4.54062  -45.68085  17.79284
H  3.66652  -46.75742  16.71314
H  2.82449  -45.30617  17.21960
C  17.63352  -51.21694  10.01496
O  16.55128  -50.68291  10.73568
C  15.49404  -51.59765  10.87894
C  14.45559  -50.96871  11.78653
N  13.22744  -51.73797  11.89620
C  12.01395  -51.16996  11.35893
C  11.48815  -50.10794  12.29166
O  10.29507  -49.53948  11.80678
C  10.04553  -48.24562  12.30475
H  17.37074  -51.37218  8.96174
H  17.99114  -52.16296  10.43960
H  18.45368  -50.50272  10.07118
H  15.86646  -52.52892  11.33732
H  15.07310  -51.89901  9.90727
H  14.26802  -49.94421  11.46093
H  14.87405  -50.90033  12.79586
H  13.29551  -52.71139  11.64519
H  11.24110  -51.94336  11.28027
H  12.08262  -50.85387  10.30449
H  12.23362  -49.33165  12.52251
H  11.33559  -50.59223  13.26997
H  9.20053  -47.82256  11.76238
H  10.90196  -47.58911  12.10697
H  9.79690  -48.27199  13.37058
C  6.24682  -47.03501  14.01097
O  7.06453  -48.18977  14.03229
C  6.43334  -49.32480  13.46363
C  6.02996  -49.13290  12.00966
N  4.61627  -48.80374  11.87416
C  4.26390  -48.30995  10.54247
C  2.77275  -48.23879  10.36223
O  2.25561  -49.55598  10.41374
C  0.85059  -49.59251  10.32898
H  5.21812  -47.30410  14.28268
H  6.07117  -46.66172  12.99077
H  6.68007  -46.25060  14.61918
H  5.65087  -49.71736  14.12307
H  7.21583  -50.09120  13.47376
H  6.23503  -50.09230  11.49948
H  6.69695  -48.41723  11.53234
H  4.03758  -49.63459  11.93560
H  4.70450  -48.98812  9.78526
H  4.67437  -47.34417  10.22313
H  2.57905  -47.79591  9.37235
H  2.27468  -47.60979  11.11004
H  0.48795  -50.58806  10.56875
H  0.51652  -49.21223  9.35946
H  0.43707  -48.92177  11.09759
C  -3.82230  -49.55582  10.09208
O  -2.90655  -48.79602  9.31748
C  -2.57787  -49.44372  8.09766
C  -1.71099  -48.47081  7.33438
N  -1.07509  -48.97899  6.12178
C  -0.19321  -47.96262  5.55096
C  0.75198  -48.56228  4.52283
O  1.88290  -47.71165  4.42344
C  2.58281  -47.88090  3.21403
H  -3.87807  -49.03300  11.04559
H  -3.44388  -50.56556  10.26566
H  -4.80040  -49.52865  9.60510
H  -3.53482  -49.59152  7.56676
H  -2.13373  -50.42614  8.28982
H  -0.93035  -48.17519  8.04138
H  -2.31735  -47.57525  7.13792
H  -1.84302  -49.18779  5.49222
H  0.36401  -47.46453  6.34016
H  -0.76680  -47.18955  5.01197
H  0.27117  -48.74322  3.55614
H  1.10902  -49.52931  4.90490
H  3.51620  -47.33542  3.30214
H  1.99398  -47.49582  2.36579
H  2.74366  -48.93405  2.94748

- SMILES = CC1(C)CCCC(C)(C)N1O.CC1(C)CCCC(C)(C)N1O.COCCNCCOC.COCCNCCOC.COCCNCCOC.COCCNCCOC
- highest occupied orbital energy (eV) = -8.06
- Kohn-Sham gap (eV) = 8.721
- total charge = 0
- energy relative to the best compared isomer or geometry (same formula, charge and spin) (kcal/mol) = 0.0

---

2.
Entry from OMol25: a 7-piece molecular cluster, C42H99O22P overall at a distorted geometry (wB97M-V/def2-TZVPD).

Positions of all 164 atoms, in Å:
C  6.99012  6.51165  21.71070
C  7.96596  5.72270  20.98166
O  9.36530  6.09108  21.09368
P  10.37855  5.55012  22.30745
O  10.58405  4.08509  22.50115
O  11.71843  6.43160  22.05620
C  12.79481  5.96877  21.27890
C  14.02653  6.70549  21.73262
O  9.76817  6.38478  23.58184
C  9.49120  5.77017  24.80306
C  8.49358  6.58480  25.63770
H  7.29836  6.81898  22.71001
H  6.95722  7.55777  21.40629
H  5.98829  6.08411  21.67010
H  7.92150  4.71674  21.39899
H  7.68732  5.67731  19.92886
H  13.03936  4.95035  21.58077
H  12.42077  5.98331  20.25519
H  14.05102  7.77923  21.54663
H  14.09400  6.55008  22.80937
H  14.85675  6.25113  21.19188
H  9.15333  4.74564  24.64718
H  10.45793  5.68590  25.29948
H  8.94840  6.96616  26.55192
H  8.04664  7.43515  25.12267
H  7.65956  5.95483  25.94692
C  3.99816  9.67341  8.99222
O  2.71781  10.16298  8.74630
C  1.82796  9.17221  8.38065
C  0.94439  8.57947  9.43894
O  1.75639  7.83994  10.35507
C  1.78777  6.43401  10.15665
C  2.54135  5.94021  11.34777
O  1.73851  5.87877  12.59570
C  2.45078  5.39806  13.71780
H  4.50971  10.54324  9.40429
H  4.51558  9.45391  8.05830
H  4.15981  8.88325  9.72544
H  2.19916  8.27075  7.89312
H  1.26820  9.61195  7.55518
H  0.15392  8.12312  8.84312
H  0.37908  9.41875  9.84410
H  2.35159  6.22309  9.24796
H  0.76898  6.04847  10.19578
H  3.41507  6.56648  11.52800
H  2.95308  4.95191  11.14322
H  2.92933  4.46587  13.41761
H  1.72442  5.28281  14.52230
H  3.20298  6.10103  14.07574
C  4.78785  5.61980  16.20405
O  4.77008  5.00998  17.41356
C  4.70857  5.84393  18.58219
C  3.19990  6.15991  18.92142
O  3.28107  6.80980  20.18071
C  2.04177  7.23101  20.82381
C  0.93411  6.14248  21.14707
O  1.13729  5.65000  22.53410
C  0.35142  4.51764  22.87258
H  4.19557  6.53378  16.16013
H  4.44831  4.97135  15.39639
H  5.84045  5.78539  15.97446
H  5.20479  6.81442  18.58392
H  4.99682  5.24951  19.44918
H  2.65769  5.22227  19.04361
H  2.69378  6.81467  18.21201
H  1.61484  8.01940  20.20391
H  2.31847  7.74318  21.74533
H  0.87207  5.21932  20.57085
H  -0.05119  6.60512  21.20413
H  -0.65481  4.47476  22.45572
H  0.21631  4.44906  23.95200
H  0.74278  3.65810  22.32840
C  2.14380  8.80673  29.05003
O  0.78030  9.20957  29.36723
C  0.15175  10.06810  28.36272
C  -0.34055  9.48073  27.09285
O  0.70226  8.88363  26.32764
C  0.16694  8.06595  25.32611
C  -0.56486  6.74650  25.64699
O  0.05197  6.23201  26.87573
C  -0.30838  4.95079  27.38191
H  2.55394  8.14732  29.81492
H  2.64271  9.76158  29.21566
H  2.26920  8.29696  28.09477
H  0.81902  10.89657  28.12507
H  -0.70797  10.62019  28.74241
H  -0.80560  10.39238  26.71770
H  -1.00592  8.71203  27.48588
H  1.02552  7.67369  24.78107
H  -0.42805  8.53877  24.54475
H  -0.39600  5.98184  24.88879
H  -1.64788  6.86740  25.62367
H  0.32070  4.74834  28.24874
H  -0.11549  4.09247  26.73835
H  -1.30769  4.86136  27.80791
C  3.22797  9.57984  13.83602
O  4.14163  10.66859  13.75685
C  3.62649  11.69400  12.78030
C  4.75606  12.59856  12.44885
O  4.43559  13.63929  11.53546
C  4.46476  13.26175  10.11887
C  4.15357  14.37723  9.10428
O  2.84720  14.81302  8.98426
C  2.24176  15.08047  10.21318
H  3.51951  8.80034  14.53992
H  3.00129  9.24477  12.82387
H  2.19442  9.90860  13.94454
H  2.78431  12.17634  13.27647
H  3.17769  11.25877  11.88740
H  5.63550  12.19314  11.94852
H  5.10165  13.07562  13.36595
H  3.69062  12.49561  10.07621
H  5.42021  12.79022  9.88893
H  4.36215  13.95833  8.11984
H  4.89802  15.15584  9.27056
H  2.95834  15.66976  10.78535
H  2.12154  14.14951  10.76724
H  1.23585  15.46723  10.37644
C  8.32694  4.18407  17.27362
O  9.12957  3.74522  18.32073
C  8.76760  2.53359  18.98536
C  8.79925  1.18442  18.14501
O  7.68797  1.21160  17.18535
C  7.57464  -0.08577  16.47169
C  8.90012  -0.55636  15.79060
O  8.47988  -1.51223  14.83409
C  9.54407  -2.15368  14.13285
H  7.26833  3.92908  17.32271
H  8.84675  3.92211  16.35205
H  8.51246  5.25328  17.17135
H  7.70607  2.64362  19.20705
H  9.45103  2.43559  19.82880
H  8.69301  0.32551  18.80764
H  9.72648  1.25917  17.57689
H  6.70279  -0.18559  15.82514
H  7.36853  -0.85051  17.22055
H  9.51283  -1.06312  16.53618
H  9.25434  0.29912  15.21546
H  9.38122  -3.05014  13.53457
H  10.45355  -2.48880  14.63150
H  9.86341  -1.46188  13.35341
C  4.34787  2.00715  19.21888
O  4.04067  1.78853  20.58621
C  3.66432  2.95824  21.34027
C  3.68027  2.79142  22.93258
O  4.82295  2.07618  23.52643
C  4.89794  0.63557  23.41458
C  6.28944  -0.04153  23.74361
O  6.81321  0.11216  25.06652
C  6.08241  -0.45818  26.10095
H  3.55943  2.17309  18.48477
H  4.89421  1.13157  18.86821
H  5.08311  2.80901  19.15138
H  2.63305  3.19118  21.07507
H  4.30035  3.81848  21.13159
H  2.81898  2.40475  23.47733
H  3.82038  3.82935  23.23448
H  4.70012  0.21618  22.42814
H  4.07806  0.14521  23.93941
H  7.04779  0.36195  23.07264
H  6.25455  -1.11219  23.54218
H  5.14869  -0.92191  25.78277
H  5.90393  0.28695  26.87622
H  6.67000  -1.29971  26.46790

- SMILES = CCOP(=O)(OCC)OCC.COCCOCCOC.COCCOCCOC.COCCOCCOC.COCCOCCOC.COCCOCCOC.COCCOCCOC
- highest occupied orbital energy (eV) = -9.27
- Kohn-Sham gap (eV) = 9.770
- total charge = 0
- energy relative to the best compared isomer or geometry (same formula, charge and spin) (kcal/mol) = 172.3